# 1
105
Properties=species:S:1:pos:R:3:lowdin_charge:R:1 method="wB97M-V/def2-TZVPD" orbital_gap_ev="4.636 / 4.734" spin_multiplicity=1 total_charge=+1 max_force_ev_per_a=2.8
Re -0.077 -0.452 -0.163 1.8364
C -2.700 -0.068 1.303 -0.0520
N -1.546 0.837 1.030 -0.2957
C -0.904 1.228 2.320 -0.0467
C -2.007 2.068 0.325 -0.1482
C -1.726 1.984 -1.144 -0.1383
N -0.351 1.485 -1.338 -0.2363
C -0.118 1.120 -2.776 -0.0916
C -1.240 0.322 -3.375 -0.1609
C -1.839 0.771 -4.529 0.0300
C -2.927 0.094 -5.079 -0.1332
C -3.299 -1.091 -4.463 0.0482
C -2.691 -1.621 -3.320 -0.0543
C -1.702 -0.828 -2.737 -0.1927
O -1.197 -1.045 -1.466 -0.2534
C -3.170 -3.000 -2.832 -0.5153
C -4.338 -2.816 -1.854 -0.0156
C -2.035 -3.766 -2.144 -0.0965
C -3.622 -3.864 -4.021 -0.0452
C -3.649 0.664 -6.294 -0.5559
C -2.658 0.797 -7.461 -0.0373
C -4.817 -0.215 -6.741 -0.0571
C -4.201 2.053 -5.931 -0.0397
C 0.617 2.567 -0.981 -0.0914
C 2.052 2.191 -0.776 -0.1442
C 3.059 2.869 -1.440 0.0365
C 4.387 2.672 -1.082 -0.1367
C 4.632 1.861 0.026 0.0515
C 3.651 1.147 0.711 -0.0597
C 2.358 1.265 0.202 -0.1912
O 1.300 0.455 0.586 -0.2558
C 3.977 0.308 1.950 -0.5197
C 3.044 0.717 3.100 -0.0209
C 3.776 -1.180 1.613 -0.0605
C 5.428 0.494 2.401 -0.0551
C 5.553 3.314 -1.829 -0.5564
C 6.394 4.155 -0.858 -0.0370
C 6.414 2.189 -2.425 -0.0351
C 5.081 4.215 -2.972 -0.0648
H -3.415 0.447 1.950 0.1122
H -3.187 -0.345 0.369 0.0883
H -2.355 -0.965 1.799 0.0616
H -1.625 1.798 2.911 0.1157
H -0.612 0.345 2.872 0.0744
H -0.025 1.840 2.132 0.0878
H -3.076 2.200 0.483 0.1412
H -1.510 2.929 0.764 0.1186
H -2.417 1.286 -1.610 0.1271
H -1.857 2.956 -1.626 0.1542
H -0.003 2.031 -3.366 0.1350
H 0.829 0.580 -2.815 0.1267
H -1.458 1.669 -5.002 0.1242
H -4.115 -1.651 -4.892 0.0975
H -4.009 -2.308 -0.942 0.0745
H -5.142 -2.235 -2.313 0.0913
H -4.741 -3.790 -1.570 0.0987
H -1.709 -3.245 -1.255 0.0112
H -2.367 -4.750 -1.827 0.1014
H -1.211 -3.883 -2.849 0.0490
H -4.590 -3.559 -4.425 0.0836
H -2.887 -3.843 -4.829 0.0973
H -3.730 -4.895 -3.684 0.0941
H -2.216 -0.172 -7.706 0.0946
H -3.178 1.168 -8.347 0.0920
H -1.849 1.493 -7.232 0.0793
H -4.481 -1.207 -7.054 0.0932
H -5.566 -0.323 -5.952 0.0921
H -5.309 0.249 -7.597 0.0923
H -3.404 2.744 -5.646 0.0781
H -4.723 2.481 -6.790 0.0920
H -4.911 1.983 -5.103 0.0924
H 0.563 3.335 -1.756 0.1375
H 0.271 3.017 -0.052 0.1260
H 2.792 3.565 -2.227 0.1142
H 5.650 1.767 0.372 0.1032
H 2.008 0.452 2.881 0.0628
H 3.325 0.180 4.008 0.0973
H 3.108 1.790 3.297 0.0961
H 2.734 -1.400 1.392 0.0284
H 4.382 -1.469 0.753 0.0790
H 4.055 -1.805 2.463 0.0990
H 5.661 1.538 2.629 0.0938
H 5.584 -0.089 3.309 0.0935
H 6.132 0.123 1.652 0.0901
H 6.877 3.539 -0.097 0.0812
H 7.178 4.681 -1.407 0.0909
H 5.775 4.901 -0.354 0.0942
H 6.817 1.535 -1.649 0.0838
H 5.825 1.577 -3.112 0.0911
H 7.253 2.616 -2.981 0.0919
H 4.481 5.052 -2.607 0.0900
H 5.952 4.632 -3.481 0.0905
H 4.506 3.654 -3.714 0.0870
F -0.084 -5.391 -0.343 -0.6077
Te -0.061 -3.322 1.782 1.8851
F -1.671 -2.645 0.787 -0.5415
F -1.346 -3.524 3.167 -0.4700
F -0.273 -1.511 2.477 -0.4838
F 1.426 -3.088 2.942 -0.4894
O 0.784 -2.043 0.328 -0.9224
Se 3.183 -4.430 0.059 0.0300
Sb 1.145 -4.043 -1.108 0.6192
Se 2.326 -2.586 -3.640 0.0920
Se 1.641 -4.476 -4.565 -0.0142
Se 1.739 -6.066 -3.064 0.2012

=====

# 2
22
Properties=species:S:1:pos:R:3:nbo_charge:R:1 method="wB97M-V/def2-TZVPD" orbital_gap_ev="5.123 / 8.136" spin_multiplicity=6 max_force_ev_per_a=1.8 s2=8.756
Fe -0.199 1.045 0.798 0.8270
O -0.532 -0.979 1.171 -0.9135
O 3.150 -1.422 0.184 -0.4652
C 3.962 -0.216 0.165 -0.1343
C 2.946 0.873 -0.125 -0.1364
O 1.689 0.136 -0.068 -0.5528
C 1.873 -1.176 0.127 0.4477
H 4.426 -0.119 1.151 0.2120
H 4.720 -0.335 -0.613 0.2151
H 2.991 1.312 -1.126 0.2142
H 2.975 1.688 0.604 0.2307
Li 0.197 -2.461 -0.214 0.8986
O -1.739 -2.160 -0.276 -0.7936
O -2.706 -0.537 0.974 -0.5351
C -3.523 0.044 -0.050 -0.0960
C -2.784 1.271 -0.593 -0.0741
O -1.428 0.996 -0.691 -1.0069
C -1.628 -1.213 0.521 0.9854
H -3.672 -0.702 -0.842 0.1870
H -4.486 0.302 0.407 0.1888
H -3.002 2.130 0.075 0.1439
H -3.229 1.523 -1.576 0.1573

=====

# 3
22
Properties=species:S:1:pos:R:3:nbo_charge:R:1 method="wB97M-V/def2-TZVPD" orbital_gap_ev="6.225 / 5.894" spin_multiplicity=3 total_charge=-1 max_force_ev_per_a=0.4 s2=2.012
Ni 0.842 0.257 1.664 0.9910
Se -0.237 1.130 3.668 -0.6203
Se 1.235 2.762 4.444 -0.1244
Se 2.555 3.429 2.547 -0.1255
Se 1.683 2.300 0.687 -0.5885
Cl 2.362 -2.084 0.065 -0.2071
C 2.129 -1.233 1.694 -0.8390
H 3.126 -0.873 1.960 0.1968
H 1.866 -2.050 2.370 0.1818
C -1.728 -2.032 -1.087 -0.9937
Sb -0.628 -0.285 -0.516 1.0736
C -2.184 1.138 -0.857 -1.0052
C 0.381 0.038 -2.360 -0.9923
H -2.291 -1.797 -1.992 0.2162
H -2.416 -2.322 -0.295 0.2254
H -1.045 -2.857 -1.282 0.2337
H -2.545 1.075 -1.885 0.2115
H -1.778 2.130 -0.663 0.2473
H -3.011 0.965 -0.169 0.2262
H -0.337 0.100 -3.179 0.2120
H 1.091 -0.767 -2.534 0.2386
H 0.931 0.976 -2.280 0.2419